Molecular formula: C40H62FN3SbSi3Ti
Method: DFT, ωB97M-V/def2-TZVPD

Calculated values
E_tot (eV): -102966.1950
Expectation value of S²: 0.753
2S+1: 2
Highest occupied orbital energy (spin up / spin down) (eV): -6.77 / -7.23
HOMO-LUMO gap (spin up / spin down) (eV): 7.07 / 7.52
Net charge: 0

XYZ file:
```
111
Properties=species:S:1:pos:R:3:lowdin_charge:R:1
Ti 0.875 -0.131 -0.691 0.925
C 2.802 2.656 0.047 -0.286
Sb 0.798 3.068 0.770 1.457
C -0.221 1.734 -0.649 -0.521
C 0.528 2.130 -1.887 -0.506
C 0.607 3.399 -2.504 -0.068
C 1.471 3.582 -3.553 -0.050
C 2.277 2.524 -3.974 -0.047
C 2.138 1.309 -3.344 -0.101
N 1.256 1.110 -2.367 -0.007
Si -2.029 2.093 -1.031 0.412
C -2.448 3.916 -0.784 -0.202
C -2.254 1.720 -2.857 -0.161
C -3.353 1.095 -0.187 -0.167
C 0.937 1.940 2.674 -0.543
C 0.991 0.423 2.585 -0.361
C 0.865 -0.327 3.767 -0.062
C 1.060 -1.687 3.782 -0.041
C 1.421 -2.313 2.611 -0.030
C 1.539 -1.535 1.482 -0.142
N 1.302 -0.212 1.440 -0.003
Si 2.611 2.403 3.464 0.420
C 3.876 1.155 2.913 -0.151
C 3.162 4.147 3.076 -0.189
C 2.573 2.322 5.334 -0.171
Si -0.490 2.702 3.675 0.389
C -0.951 1.868 5.285 -0.172
C -2.066 2.781 2.687 -0.168
C -0.048 4.465 4.111 -0.191
H 2.912 3.144 -0.920 0.010
H 3.002 1.592 -0.067 -0.013
H 3.535 3.077 0.729 -0.014
H -0.010 4.212 -2.133 0.105
H 1.543 4.550 -4.041 0.115
H 2.994 2.642 -4.777 0.106
H 2.739 0.454 -3.625 0.121
H -2.405 4.442 -1.747 0.029
H -1.762 4.425 -0.100 -0.012
H -3.462 4.034 -0.385 0.033
H -1.877 2.522 -3.502 0.032
H -3.317 1.567 -3.084 0.041
H -1.720 0.797 -3.115 0.020
H -3.205 0.942 0.883 0.004
H -3.436 0.108 -0.656 0.035
H -4.305 1.630 -0.328 0.043
H 0.630 0.190 4.685 0.075
H 0.954 -2.246 4.706 0.121
H 1.618 -3.375 2.560 0.116
H 1.850 -1.994 0.560 0.095
H 3.809 0.918 1.847 0.025
H 3.747 0.219 3.471 0.044
H 4.885 1.535 3.119 0.046
H 3.118 4.424 2.020 -0.001
H 4.204 4.246 3.406 0.047
H 2.562 4.872 3.637 0.024
H 2.326 1.323 5.716 0.033
H 1.872 3.044 5.769 0.018
H 3.579 2.575 5.697 0.045
H -1.452 0.903 5.132 0.029
H -1.667 2.536 5.781 0.046
H -0.105 1.720 5.968 0.025
H -2.595 1.827 2.676 0.023
H -1.909 3.093 1.647 -0.027
H -2.725 3.527 3.152 0.053
H 0.700 4.521 4.912 0.020
H -0.956 4.967 4.470 0.043
H 0.328 5.027 3.249 0.018
F 2.715 -0.481 -0.835 -0.439
C -4.330 -4.496 -0.415 -0.050
C -3.344 -3.453 0.057 -0.267
C -3.392 -2.956 1.345 -0.030
C -2.477 -1.980 1.730 -0.267
C -2.514 -1.449 3.142 -0.044
C -1.541 -1.519 0.824 -0.036
C -1.392 -2.047 -0.479 -0.237
C -2.354 -3.012 -0.823 -0.016
N -0.295 -1.633 -1.292 -0.040
C 0.029 -2.461 -2.502 -0.414
C -1.013 -2.306 -3.635 -0.079
C -0.637 -3.168 -4.846 -0.280
C -0.481 -4.635 -4.414 -0.111
C 0.650 -4.763 -3.382 -0.284
C 1.958 -4.243 -3.978 -0.121
C 1.769 -2.774 -4.354 -0.277
C 0.685 -2.664 -5.430 -0.120
C 1.353 -1.964 -3.117 -0.122
C 0.302 -3.943 -2.135 -0.078
H -5.067 -4.720 0.358 0.071
H -3.823 -5.429 -0.679 0.080
H -4.866 -4.153 -1.305 0.080
H -4.137 -3.318 2.050 0.115
H -3.504 -1.055 3.394 0.085
H -1.777 -0.661 3.291 0.040
H -2.289 -2.245 3.858 0.085
H -0.923 -0.689 1.140 0.081
H -2.369 -3.457 -1.802 0.086
H -1.031 -1.249 -3.924 0.114
H -2.022 -2.547 -3.314 0.101
H -1.425 -3.090 -5.598 0.137
H -0.259 -5.257 -5.287 0.118
H -1.422 -5.003 -3.985 0.120
H 0.765 -5.811 -3.095 0.137
H 2.241 -4.828 -4.862 0.119
H 2.765 -4.343 -3.244 0.121
H 2.708 -2.364 -4.734 0.138
H 0.965 -3.252 -6.312 0.119
H 0.576 -1.622 -5.750 0.119
H 1.212 -0.929 -3.421 0.077
H 2.146 -1.993 -2.370 0.108
H 1.145 -3.956 -1.432 0.127
H -0.530 -4.410 -1.624 0.102
```